No. 1
The following is a DFT calculation (ωB97M-V with the def2-TZVPD basis set) of a structure of composition C52H40AsN2O2PRuS in a non-equilibrium geometry.

Summary:
Expectation value of S²: 0.7777
Charge: +1
Electronic energy: -145187.25247 eV
Frontier orbital gap (spin up / spin down): 6.7938 / 6.3262 eV
ΔE to the lowest compared entry with this formula, charge and spin: 213.6 kJ/mol
Spin multiplicity: 2
LUMO energy (spin up / spin down): -3.67 / -4.16 eV
Max |F|: 0.04365 hartree/bohr

Atoms and positions in Å:
1 Ru -0.508 0.704 0.385
2 C 7.319 -2.409 -0.333
3 C 5.979 -1.858 0.066
4 C 5.710 -1.520 1.389
5 C 4.483 -0.991 1.753
6 C 3.514 -0.802 0.777
7 C 3.755 -1.133 -0.552
8 C 4.984 -1.662 -0.894
9 S 1.946 -0.179 1.252
10 O 1.625 1.148 0.625
11 O 1.888 -0.233 2.687
12 N 0.892 -1.029 0.451
13 C 0.377 -2.292 0.762
14 C 0.831 -3.160 1.757
15 C 0.075 -4.301 2.003
16 C -1.085 -4.506 1.265
17 C -1.230 -3.763 0.106
18 N -0.561 -2.645 -0.117
19 H 7.853 -2.815 0.525
20 H 7.937 -1.622 -0.769
21 H 7.214 -3.196 -1.079
22 H 6.469 -1.675 2.146
23 H 4.268 -0.734 2.781
24 H 2.982 -0.997 -1.295
25 H 5.175 -1.933 -1.925
26 H 1.715 -2.925 2.335
27 H 0.340 -4.959 2.821
28 H -1.622 -5.445 1.324
29 H -1.992 -4.015 -0.625
30 C 0.466 1.349 6.772
31 C -0.708 0.645 6.548
32 C -1.192 0.500 5.257
33 C -0.485 1.052 4.189
34 C 0.691 1.762 4.416
35 C 1.161 1.910 5.710
36 P -1.172 1.038 2.532
37 C -2.170 -0.411 2.192
38 C -3.103 -0.303 1.153
39 C -3.927 -1.402 0.870
40 C -3.807 -2.569 1.595
41 C -2.746 -2.741 2.497
42 C -1.959 -1.652 2.811
43 C -2.233 2.489 2.439
44 C -3.041 2.994 3.426
45 C -3.738 4.194 3.196
46 C -3.562 4.886 2.025
47 C -2.695 4.408 1.017
48 C -2.388 5.139 -0.158
49 C -1.465 4.659 -1.043
50 C -0.859 3.400 -0.844
51 C -1.179 2.596 0.236
52 C -2.055 3.166 1.218
53 H 0.840 1.463 7.781
54 H -1.251 0.212 7.378
55 H -2.113 -0.044 5.084
56 H 1.237 2.188 3.584
57 H 2.075 2.461 5.889
58 H -3.342 0.670 0.731
59 H -4.733 -1.293 0.155
60 H -4.505 -3.379 1.427
61 H -2.826 -3.508 3.256
62 H -1.224 -1.729 3.603
63 H -3.130 2.491 4.381
64 H -4.392 4.586 3.963
65 H -4.073 5.829 1.871
66 H -2.871 6.094 -0.327
67 H -1.204 5.233 -1.923
68 H -0.141 3.070 -1.582
69 C -2.858 3.244 -4.944
70 C -3.483 2.539 -3.924
71 C -2.743 1.687 -3.120
72 C -1.378 1.528 -3.341
73 C -0.753 2.231 -4.362
74 C -1.496 3.092 -5.160
75 As -0.421 0.314 -2.172
76 C 1.339 0.212 -2.925
77 C 2.361 1.140 -2.807
78 C 3.578 0.887 -3.425
79 C 3.760 -0.296 -4.133
80 C 2.739 -1.232 -4.235
81 C 1.509 -0.981 -3.635
82 C 0.322 -1.865 -3.673
83 C 0.239 -3.087 -4.333
84 C -0.949 -3.801 -4.309
85 C -2.061 -3.308 -3.635
86 C -1.984 -2.095 -2.965
87 C -0.796 -1.390 -2.986
88 H -3.434 3.913 -5.570
89 H -4.545 2.659 -3.751
90 H -3.228 1.157 -2.306
91 H 0.308 2.108 -4.542
92 H -1.009 3.640 -5.957
93 H 2.222 2.045 -2.227
94 H 4.386 1.602 -3.346
95 H 4.711 -0.491 -4.612
96 H 2.902 -2.147 -4.790
97 H 1.091 -3.481 -4.872
98 H -1.014 -4.749 -4.829
99 H -2.986 -3.870 -3.635
100 H -2.843 -1.715 -2.425

Forces on the atoms, in the same order (eV/Å):
Ru 0.522 0.057 -0.103
C -0.011 0.001 0.003
C 0.009 -0.006 -0.009
C -0.007 -0.008 -0.008
C 0.026 0.045 0.012
C 0.159 0.503 0.002
C 0.000 -0.059 0.011
C -0.005 0.003 0.009
S -0.025 -1.080 -0.265
O -0.145 0.220 0.072
O 0.063 0.165 -0.013
N -0.766 0.020 0.403
C 0.640 -0.095 -0.443
C -0.183 -0.029 0.216
C -0.164 0.681 0.281
C 1.179 -1.533 -1.052
C -0.500 0.494 0.302
N -0.310 0.009 0.085
H -0.004 0.004 -0.002
H -0.002 -0.006 0.001
H 0.002 0.004 0.001
H -0.005 -0.004 -0.004
H 0.004 0.002 -0.007
H 0.005 -0.014 -0.003
H 0.002 -0.001 0.004
H -0.053 0.013 0.060
H 0.057 -0.068 -0.081
H -0.229 0.159 0.390
H 0.058 -0.043 -0.032
C -0.008 -0.002 0.006
C -0.010 0.002 0.012
C 0.047 -0.012 -0.008
C -0.061 -0.160 0.013
C -0.020 0.029 0.017
C 0.000 0.003 -0.015
P 0.014 0.156 -0.070
C 0.098 -0.013 -0.194
C -0.101 0.080 0.142
C -0.054 -0.128 -0.026
C 0.335 -0.055 -0.599
C -1.358 1.243 1.284
C 0.294 -0.069 0.040
C 0.004 -0.013 0.060
C 0.026 -0.011 -0.006
C -0.013 0.012 0.013
C -0.022 -0.003 0.004
C 0.043 -0.036 0.035
C -0.016 0.024 -0.016
C -0.010 0.021 -0.034
C -0.023 -0.032 0.079
C 0.037 0.090 -0.176
C -0.008 0.007 -0.041
H 0.000 -0.002 -0.001
H 0.002 0.001 0.000
H -0.008 0.014 0.010
H 0.003 -0.002 0.003
H -0.001 -0.002 -0.002
H 0.015 0.002 -0.021
H 0.044 -0.002 -0.041
H -0.040 0.034 0.048
H 0.478 -0.575 -0.521
H 0.007 -0.011 -0.018
H -0.014 0.005 -0.005
H 0.004 0.000 -0.005
H 0.007 -0.003 0.000
H 0.007 -0.004 0.004
H -0.004 -0.001 0.005
H 0.015 0.001 -0.014
C 0.014 0.005 -0.009
C -0.009 -0.003 0.015
C 0.024 0.043 0.027
C -0.033 -0.057 0.012
C -0.013 -0.024 -0.012
C -0.002 0.002 0.002
As -0.040 -0.050 0.235
C 0.014 0.086 -0.005
C -0.020 0.009 0.001
C 0.016 -0.015 -0.003
C -0.003 -0.014 -0.003
C 0.013 -0.002 -0.011
C 0.004 -0.011 0.013
C -0.019 0.018 0.019
C 0.005 -0.026 -0.010
C 0.023 0.004 -0.010
C -0.010 0.014 0.008
C -0.003 -0.012 0.004
C 0.025 0.026 -0.066
H 0.003 -0.003 0.004
H 0.004 -0.003 -0.002
H -0.014 -0.004 -0.006
H 0.000 0.003 -0.011
H -0.001 -0.003 0.003
H 0.003 0.001 -0.002
H -0.004 -0.004 -0.003
H -0.005 0.001 0.002
H 0.004 0.006 0.003
H -0.003 0.000 0.004
H 0.001 0.002 0.004
H 0.002 0.002 0.001
H -0.001 -0.007 0.002

=====

No. 2
The following is a DFT calculation (ωB97M-V with the def2-TZVPD basis set) of an isolated molecule of C10H9NO in a non-equilibrium geometry.

Summary:
SMILES: Cc1cc2ccccc2c(=O)[nH]1
Charge: 0
Electronic energy: -14050.01508 eV
Frontier orbital gap: 8.0516 eV
ΔE to the lowest compared entry with this formula, charge and spin: 355.4 kJ/mol
Spin multiplicity: 1
LUMO energy: 0.40 eV
Max |F|: 0.12810 hartree/bohr

Atoms and positions in Å:
1 C 3.439 -1.142 0.088
2 C 2.028 -0.700 0.056
3 C 0.829 -1.430 -0.282
4 C -0.443 -0.845 -0.267
5 C -1.681 -1.508 0.025
6 C -2.971 -1.111 0.193
7 C -3.105 0.237 0.052
8 C -1.943 1.115 -0.019
9 C -0.679 0.619 -0.230
10 C 0.666 1.485 0.046
11 H 3.748 -0.942 -0.961
12 H 3.500 -2.282 0.741
13 H 3.904 -0.326 0.865
14 H 1.091 -2.595 -0.019
15 H -1.472 -2.577 0.351
16 H -3.733 -1.941 0.309
17 H -3.959 0.788 0.137
18 H -2.160 2.158 -0.088
19 H 2.849 1.347 0.428
20 N 1.954 0.674 -0.027
21 O 0.714 2.666 0.058

Forces on the atoms, in the same order (eV/Å):
C 0.280 -0.946 4.177
C -3.850 0.126 -2.027
C 5.440 -2.423 2.815
C -4.082 3.128 1.148
C 3.629 -4.397 0.554
C -0.138 -0.647 -0.750
C 2.825 2.063 0.201
C -1.839 -1.791 -0.871
C 4.154 -1.390 1.297
C -0.604 -3.336 -2.515
H 0.778 -0.981 0.901
H 0.244 3.363 -2.811
H -0.403 -2.233 -2.057
H -1.479 2.802 -1.142
H -0.394 0.951 -0.910
H 0.699 1.660 0.132
H -2.584 0.891 0.129
H 0.208 0.584 0.318
H -3.503 -2.738 -1.902
N 0.401 4.144 2.584
O 0.217 1.170 0.729